This record from the Open Molecules 2025 dataset describes 8 unconnected molecules or ions with the total composition C40H80F12N4O8 in a non-equilibrium geometry. The level of theory is ωB97M-V with the def2-TZVPD basis set.

Element x y z (Å)
C 2.662 -6.400 -0.443
C 1.631 -5.520 0.267
N 1.775 -5.671 1.731
C 3.128 -5.405 2.246
C 3.610 -3.999 1.906
C 0.760 -4.868 2.421
C -0.679 -5.366 2.071
H 3.673 -6.033 -0.266
H 2.407 -6.510 -1.498
H 2.744 -7.418 -0.054
H 1.630 -4.471 -0.059
H 0.628 -5.889 0.058
H 3.142 -5.392 3.338
H 3.856 -6.130 1.892
H 3.602 -3.700 0.856
H 3.067 -3.183 2.397
H 4.600 -3.852 2.355
H 0.842 -3.804 2.193
H 0.939 -5.087 3.474
H -0.999 -4.891 1.146
H -1.302 -5.092 2.923
H -0.744 -6.448 1.968
C -2.245 8.059 -2.285
C -2.887 7.017 -1.373
N -2.241 5.725 -1.498
C -0.989 5.596 -0.755
C 0.040 4.820 -1.599
C -3.105 4.579 -1.242
C -3.810 4.548 0.136
H -2.802 8.990 -2.201
H -2.100 7.682 -3.298
H -1.199 8.172 -1.984
H -2.806 7.359 -0.324
H -3.974 6.929 -1.444
H -0.586 6.599 -0.594
H -1.119 5.185 0.253
H 0.483 5.425 -2.387
H 0.811 4.497 -0.891
H -0.354 3.902 -2.033
H -2.598 3.628 -1.417
H -3.900 4.602 -1.995
H -4.398 3.633 0.205
H -4.545 5.358 0.099
H -3.136 4.744 0.967
C 3.200 2.594 -5.196
C 3.583 3.097 -3.785
N 4.373 2.099 -3.037
C 4.522 2.570 -1.654
C 4.611 1.426 -0.678
C 5.622 1.705 -3.671
C 6.699 2.827 -3.605
H 2.585 3.398 -5.606
H 2.591 1.702 -5.086
H 4.094 2.469 -5.799
H 4.017 4.103 -3.758
H 2.638 3.143 -3.237
H 5.355 3.281 -1.555
H 3.715 3.243 -1.350
H 4.629 1.818 0.343
H 3.699 0.830 -0.754
H 5.487 0.793 -0.816
H 5.508 1.418 -4.714
H 6.008 0.815 -3.168
H 7.448 2.651 -4.377
H 7.208 2.696 -2.648
H 6.338 3.853 -3.632
C 0.551 -1.510 -0.431
C 0.572 0.023 -0.332
N -0.767 0.575 -0.118
C -1.404 0.773 -1.410
C -2.917 0.884 -1.253
C -0.636 1.854 0.583
C -0.258 1.680 2.046
H -0.243 -1.786 -1.125
H 0.389 -1.929 0.562
H 1.505 -1.918 -0.765
H 1.213 0.258 0.522
H 1.088 0.473 -1.194
H -1.144 -0.048 -2.079
H -0.989 1.675 -1.890
H -3.261 -0.128 -1.037
H -3.524 1.302 -2.059
H -3.271 1.474 -0.403
H 0.134 2.483 0.116
H -1.540 2.464 0.604
H -0.528 0.686 2.412
H 0.812 1.777 2.224
H -0.856 2.340 2.675
C 2.697 -2.656 -3.680
C 3.589 -1.805 -2.782
O 4.584 -2.562 -2.092
C 5.698 -2.933 -2.637
O 5.971 -2.893 -3.807
C 6.581 -3.669 -1.592
F 7.789 -3.983 -2.041
F 6.777 -2.845 -0.545
F 5.955 -4.757 -1.152
H 2.207 -1.958 -4.365
H 1.911 -3.091 -3.064
H 3.186 -3.368 -4.338
H 3.062 -1.275 -1.991
H 3.965 -0.954 -3.358
C -6.826 1.524 -0.324
C -7.069 0.431 -1.375
O -5.926 -0.424 -1.465
C -5.673 -1.006 -2.638
O -6.249 -0.740 -3.645
C -4.587 -2.143 -2.625
F -3.423 -1.603 -3.004
F -4.497 -2.649 -1.392
F -4.948 -3.066 -3.498
H -6.414 2.423 -0.797
H -6.031 1.223 0.355
H -7.781 1.808 0.107
H -7.466 0.701 -2.348
H -7.884 -0.121 -0.894
C 2.249 -1.645 8.711
C 1.913 -2.621 7.598
O 1.531 -1.786 6.476
C 0.854 -2.342 5.495
O 0.541 -3.500 5.495
C 0.460 -1.331 4.407
F 1.161 -0.210 4.497
F 0.605 -1.764 3.159
F -0.822 -1.022 4.568
H 2.785 -0.796 8.295
H 2.884 -2.167 9.430
H 1.358 -1.317 9.243
H 1.082 -3.299 7.780
H 2.802 -3.196 7.337
C -3.606 0.262 2.285
C -4.695 -0.720 1.899
O -5.878 -0.473 2.632
C -6.927 -1.211 2.287
O -6.900 -2.013 1.407
C -8.192 -0.938 3.068
F -7.891 -0.206 4.149
F -8.960 -0.161 2.289
F -8.874 -1.987 3.415
H -3.873 1.208 1.812
H -2.647 -0.078 1.889
H -3.405 0.313 3.355
H -4.320 -1.735 2.072
H -4.801 -0.738 0.811

Force components x, y, z for each atom (eV/Å):
C 0.0532 0.0683 0.0547
C 0.2215 -1.2972 0.9488
N 0.0728 0.1631 -0.2199
C -0.6236 1.3830 -0.3957
C 0.7135 1.1016 0.4650
C -0.3272 -1.8118 -0.2087
C 0.9441 0.6448 0.4886
H 0.0119 0.3824 -0.6259
H 0.3741 0.2842 -0.1021
H -0.6637 0.0412 0.2814
H 0.3679 0.0807 -0.0926
H 0.0112 -0.0515 -0.2438
H -0.3606 -0.6783 0.0184
H -0.1573 -0.2062 -0.0291
H 0.3245 -0.4250 -0.1240
H -0.5318 -0.4012 0.1097
H 0.2120 -0.1447 -0.5532
H 0.0104 0.0704 0.1604
H -0.1314 0.5530 0.1299
H -0.4123 -0.0197 0.0952
H -0.3478 0.1935 -0.2819
H 0.2674 -0.0346 -0.0357
C 0.3287 -0.7614 0.3020
C 0.1039 0.1041 0.9836
N 0.0237 -0.8495 0.2313
C 0.2566 0.4820 -1.1832
C 0.1259 -0.2677 1.2342
C -0.7582 0.0489 -0.0122
C -0.2116 0.6896 -1.0796
H 0.2637 0.1755 -0.3437
H -0.7830 0.1409 -0.1690
H -0.1390 0.4741 0.3630
H 0.1933 0.2290 -0.0439
H 0.0744 -0.1153 -0.7988
H 0.0116 0.0149 0.0289
H -0.0560 -0.3090 -0.0757
H -0.0975 0.0959 0.0042
H 0.3347 0.0534 -0.3263
H -0.2499 0.1114 -0.0415
H 0.4499 0.2243 0.0143
H -0.0054 -0.0233 -0.0439
H 0.2631 -0.1562 0.4139
H -0.0029 0.0246 0.3678
H -0.0541 -0.3925 0.1536
C 0.2729 1.3342 1.0952
C -0.4794 -1.4007 -0.0884
N -0.9799 0.5500 -0.0316
C 0.4992 0.2764 -0.1486
C -0.1888 0.1134 0.5415
C 0.6128 1.1120 0.2179
C 0.4879 -1.1463 0.4847
H -0.0104 -0.2011 -0.3998
H 0.2101 -0.2114 -0.2414
H -0.2108 -0.2432 -0.3124
H 0.1836 0.0213 -0.3106
H 0.0228 0.3066 0.0693
H 0.3958 -0.3576 0.0097
H -0.5460 -0.4631 -0.4038
H 0.1719 -0.0614 0.0132
H 0.1165 -0.1749 -0.0931
H -0.0349 -0.0331 -0.0774
H -0.5555 -0.0348 0.0817
H 0.0205 0.0254 0.0506
H -0.0141 0.2408 -0.0642
H 0.1833 0.3017 -0.0539
H -0.2387 -0.0753 -0.3030
C -0.0673 0.5835 -0.0206
C 0.5836 -0.7348 0.6174
N 0.4060 0.3072 -0.1169
C -0.4496 0.9548 -0.2936
C -0.6200 -0.5301 0.4979
C 0.2447 0.2729 0.5551
C -0.1186 -0.6561 0.5244
H 0.0457 -0.4204 0.0994
H -0.3722 -0.0711 -0.0928
H -0.0205 0.0833 -0.1818
H -0.1613 0.1851 0.0574
H -0.2128 0.1026 -0.2067
H -0.1796 -0.1208 0.0760
H 0.0111 0.0242 -0.0428
H -0.2576 0.0798 -0.0683
H 0.5329 -0.2509 -0.5343
H 0.6142 0.0920 0.2056
H -0.0462 0.0125 -0.2727
H -0.3198 -0.4313 -0.6212
H -0.0017 -0.0834 -0.2721
H -0.0731 0.2855 0.1675
H 0.4262 0.3314 0.0507
C -0.6162 0.8661 0.3725
C -0.2241 0.5955 -1.0336
O -0.3737 0.5193 1.4857
C 0.3286 -1.1918 -1.5877
O 0.3467 0.3706 0.2657
C 0.1253 1.0482 0.4072
F -0.3179 -0.2530 -0.3820
F -0.1246 -0.0178 0.2276
F 0.0721 -0.2866 -0.0489
H -0.1441 0.0106 0.0872
H 0.0668 -0.4764 -0.2407
H 0.3359 -0.1552 0.4125
H -0.3403 -0.4940 0.0966
H 0.8970 -0.4073 -0.0543
C 0.8691 0.7561 -1.8000
C -1.2420 -0.0725 1.4109
O 0.7817 -0.6371 0.0253
C -0.6216 0.1405 0.1471
O -0.0016 -0.1073 -0.7587
C -1.1708 1.5991 0.5037
F 0.2600 -0.4770 0.0941
F 0.4669 -0.3082 -0.3729
F 0.2889 -0.3108 0.1884
H -0.0988 0.0333 -0.0227
H -0.5112 -0.2644 0.4800
H 0.1744 -0.1337 0.4826
H 0.5262 0.4545 -0.0550
H 0.2442 -0.7519 -0.3791
C -0.1898 -0.7020 0.2092
C -0.0268 0.4592 -0.0228
O 0.2524 0.8131 -0.3914
C 0.3671 -1.2089 0.8122
O -0.3578 0.0840 -0.7902
C 0.0456 0.5421 -0.2377
F 0.3574 0.3998 0.2532
F 0.1366 -0.5567 0.0323
F -0.6838 0.0377 0.2086
H 0.0433 0.0373 0.0947
H 0.0479 0.1640 0.0491
H 0.0013 0.1794 -0.1190
H 0.1224 -0.0326 0.2985
H -0.1378 -0.0446 -0.3027
C -0.1352 -0.1966 -0.2092
C 2.1440 -1.0898 -0.4732
O -0.9274 0.4465 0.4840
C 1.3109 -0.5717 -0.5595
O -0.4392 -0.6629 -0.5451
C 0.4801 2.0091 0.2902
F -0.2462 -0.1825 0.4475
F -0.4268 0.0686 -0.3062
F -0.2175 -0.9085 0.1726
H 0.3706 0.3593 0.5141
H -0.1880 0.0125 -0.4917
H -0.5486 0.3166 0.0758
H -0.4204 -0.0510 0.4707
H -0.7150 0.4453 0.1023

Its total charge is 0. The calculation puts the molecular weight at 973.08 g mol⁻¹. The value obtained for the HOMO-LUMO gap is 8.61 eV. Its energy is -97726.5446 eV. As for the highest occupied orbital energy: -8.098 eV. For the relative energy (zero: lowest compared OMol25 entry of this formula, charge and spin), the calculation gives 54.9 kcal/mol. Its structure (SMILES) is CCOC(=O)C(F)(F)F.CCOC(=O)C(F)(F)F.CCOC(=O)C(F)(F)F.CCOC(=O)C(F)(F)F.CCN(CC)CC.CCN(CC)CC.CCN(CC)CC.CCN(CC)CC.

Mulliken population analysis, charges in e, atoms 1 to 99: -1.32 0.24 -0.08 -0.77 -0.39 0.26 -1.79 0.07 0.44 0.39 -0.19 0.47 0.42 0.39 -0.07 -0.04 0.49 -0.10 0.47 0.31 0.45 0.39 -1.30 -0.64 0.33 -0.78 -0.95 -0.21 -0.94 0.41 0.34 0.30 0.37 0.45 0.56 0.23 0.51 0.25 0.09 -0.42 0.53 0.06 0.47 0.27 -1.42 -0.26 0.93 -0.71 -0.96 -0.77 -1.45 0.44 0.24 0.39 0.40 0.04 0.36 0.34 0.47 -0.03 0.32 0.61 0.12 0.37 0.38 0.27 -0.17 -1.03 1.33 -0.77 -0.64 0.75 -1.31 0.28 -0.24 -0.17 0.53 0.23 0.74 -0.04 0.03 0.63 -0.39 -0.21 -0.44 -0.14 0.43 0.50 -1.26 0.66 -0.03 0.28 -0.56 0.87 -0.26 -0.26 -0.24 0.38 0.26